Entry 1:
# C21H36P2SeTi

A molecular structure, C21H36P2SeTi (wB97M-V/def2-TZVPD, OMol25).

- multiplicity = 3
- Kohn-Sham gap (alpha / beta) (eV) = 4.4 / 4.3

Structure (XYZ):
```
61
C21H36P2SeTi, DFT wB97M-V/def2-TZVPD
P 0.64955 -2.38112 -2.15076
P 0.27628 2.42500 -1.40879
C 0.42433 -0.56932 -2.85517
C 0.91011 0.89562 -2.44147
H -0.65357 -0.62276 -3.32614
H 1.10188 -0.74845 -3.69217
H 1.87598 0.75611 -1.88877
H 1.26107 1.31165 -3.37718
C -1.15201 3.10530 -2.41543
H -1.49829 4.00399 -1.89969
H -2.09566 2.41000 -2.37914
H -0.95100 3.41004 -3.44822
C 1.61618 3.70962 -1.62470
H 1.32948 4.42236 -2.40900
H 2.54497 3.21578 -1.93528
H 1.73791 4.28383 -0.69823
C -0.35033 -3.57097 -3.02894
H -0.34890 -4.53359 -2.50134
H 0.13494 -3.68210 -4.01733
H -1.37071 -3.19480 -3.17779
C 2.39277 -2.77052 -2.30505
H 2.96352 -1.81954 -2.29842
H 2.42829 -3.25921 -3.30242
H 2.70571 -3.46526 -1.50523
Ti -1.19340 0.86229 -2.81987
C 0.10558 1.60217 -5.31094
C -1.23416 1.39365 -5.10020
C -2.11540 0.75687 -6.18880
C -1.89168 -0.76946 -6.29469
C -1.02765 -1.33187 -5.25838
C 0.32720 -1.35927 -5.38490
C 1.14941 -0.57428 -6.34458
C 0.89023 0.99003 -6.38450
C -0.05067 -1.97717 -0.60500
H 0.59394 2.48353 -4.90637
H -1.84121 2.09717 -4.50479
H -1.95987 1.22185 -7.18971
H -3.19610 0.91223 -5.97889
H -2.86220 -1.27289 -6.22926
H -1.52091 -1.03808 -7.28488
H -1.57896 -1.94600 -4.55354
H 0.87879 -2.20854 -4.97955
H 0.99938 -0.98170 -7.36826
H 2.24647 -0.69061 -6.17300
H 1.88330 1.45295 -6.34141
H 0.52936 1.23667 -7.39191
H 0.64097 -1.33121 -0.07368
H -0.41008 -2.79121 0.03633
H -0.92774 -1.36348 -0.74409
Se -1.26298 1.14210 -0.02061
C -0.76147 0.60613 1.97391
C -1.81491 0.35926 2.85337
C -1.55733 0.11674 4.22696
C -0.25620 0.21727 4.76802
C 0.78572 0.41921 3.84771
C 0.53899 0.66562 2.46842
H -2.83450 0.27559 2.46445
H -2.39935 -0.09143 4.89320
H -0.07788 0.05802 5.86838
H 1.80743 0.45674 4.22268
H 1.38712 0.81382 1.79785
```

Mulliken atomic charge list, values in e, 2 entries: 1.41 0.61

Entry 2:
# C21H37Ag2N2O10

A molecular structure, C21H37Ag2N2O10 (wB97M-V/def2-TZVPD, OMol25).

- multiplicity = 3
- Kohn-Sham gap (alpha / beta) (eV) = 8.7 / 4.1
- net charge = +3

Structure (XYZ):
```
72
C21H37Ag2N2O10, DFT wB97M-V/def2-TZVPD
Ag 7.70934 -3.31906 -13.31101
Ag 10.55766 -4.91196 -15.59308
N 7.59337 -6.26206 -15.25446
O 8.77148 -6.37390 -15.69795
O 7.35766 -5.40663 -14.36851
O 6.73845 -7.07294 -15.61858
C 1.14965 -9.92723 -16.22292
C 2.26482 -9.27510 -15.36358
C 2.49489 -7.77237 -15.76446
C 1.31839 -6.91505 -15.28230
C 1.18337 -7.00157 -13.74562
C 0.99537 -8.47373 -13.26920
N 2.01916 -9.34955 -13.87223
O 1.92132 -10.63097 -13.43029
C 1.13417 -8.44218 -11.72545
C -0.46189 -8.92366 -13.56522
C 3.53478 -10.07822 -15.60950
H 1.29886 -9.81624 -17.29794
H 0.21101 -9.39147 -16.09351
H 1.02534 -10.99206 -16.03464
H 3.39991 -7.37705 -15.29842
H 2.59971 -7.75550 -16.84930
H 0.41371 -7.23236 -15.79937
H 1.64631 -5.91730 -15.57552
H 0.25383 -6.43391 -13.71665
H 2.07535 -6.47691 -13.40821
H 0.40468 -8.99309 -11.13934
H 2.13237 -8.85561 -11.56120
H 1.15000 -7.40986 -11.38508
H -1.12958 -8.48020 -12.82711
H -0.85427 -8.62954 -14.53794
H -0.67166 -9.99050 -13.47300
H 4.43817 -9.53300 -15.33068
H 3.63502 -10.24671 -16.68672
H 3.50966 -11.12605 -15.30617
H 2.81030 -10.83289 -13.08281
O 10.32357 -10.91964 -20.12617
C 9.63333 -10.54192 -19.20930
O 9.28235 -9.25022 -19.11943
C 8.56691 -8.96790 -17.91182
C 9.00933 -10.05497 -16.94618
C 9.28803 -11.25814 -17.85623
H 7.48782 -8.99093 -18.06107
H 8.78570 -8.04474 -17.37370
H 8.20567 -10.46776 -16.33448
H 9.89011 -9.77655 -16.37370
H 8.53905 -12.04018 -17.99442
H 10.15074 -11.85370 -17.54644
O 6.42873 -2.52610 -14.97131
C 5.65750 -3.02945 -15.75699
O 4.76033 -3.95195 -15.41526
C 4.09480 -4.54183 -16.51055
C 5.14598 -4.29356 -17.62218
C 5.71085 -2.90995 -17.28409
H 3.12853 -4.08170 -16.71578
H 4.03122 -5.61659 -16.36224
H 4.58318 -4.23693 -18.55587
H 5.88183 -5.09374 -17.67354
H 5.07564 -2.11758 -17.68135
H 6.71219 -2.70007 -17.65095
O 11.60803 -6.88572 -16.54837
C 12.25613 -7.36117 -17.45280
O 12.40420 -6.78473 -18.65481
C 13.34856 -7.44801 -19.53253
C 14.05281 -8.46366 -18.59507
C 13.14394 -8.60588 -17.39806
H 14.06660 -6.77785 -19.99805
H 12.73093 -7.86775 -20.32571
H 15.02376 -8.07861 -18.28930
H 14.22865 -9.36091 -19.18597
H 13.58186 -8.54668 -16.40253
H 12.52250 -9.50261 -17.44803
```

Mulliken atomic charge list, values in e, 2 entries: 0.80 0.72

Entry 3:
# C21H37ClN3O4V

A molecular structure, C21H37ClN3O4V (wB97M-V/def2-TZVPD, OMol25).

- multiplicity = 3
- Kohn-Sham gap (alpha / beta) (eV) = 5.4 / 5.3

Structure (XYZ):
```
67
C21H37ClN3O4V, DFT wB97M-V/def2-TZVPD
O 2.35950 -0.14921 -2.83779
C 1.20972 0.10810 -3.20255
C 0.63792 1.45306 -3.42787
C 0.89291 2.55619 -2.59627
H 1.17631 2.37582 -1.55342
C 0.77918 3.84211 -3.13987
H 1.09409 4.69095 -2.53327
C 0.27893 4.01364 -4.43853
H 0.28437 5.01063 -4.89660
C -0.31447 2.91543 -5.08413
H -0.83390 3.08455 -6.02522
C -0.20637 1.64116 -4.52740
H -0.74620 0.79557 -4.95551
H 0.42423 -0.67788 -3.23505
C -2.42484 -1.60504 -1.47011
C -2.35858 -0.33156 -0.69162
H -3.08672 -1.50444 -2.34633
H -2.75613 -2.40991 -0.80940
H -1.44866 -1.90841 -1.86449
C -2.81168 0.87214 -1.13804
C -4.26416 1.22809 -1.37075
H -2.06871 1.62273 -1.42385
H -4.42790 1.61599 -2.38717
H -4.60419 1.99507 -0.65276
H -4.88760 0.31375 -1.26565
V -1.09267 -0.24516 0.78086
Cl -3.15756 -0.33040 1.79783
C -0.96252 0.28624 3.75874
O -0.33403 -0.33549 2.85262
N -0.94901 -0.05784 5.06120
C -0.33228 -1.31261 5.47860
C -1.79001 0.62416 6.04049
H -1.57067 1.17992 3.54426
H 0.30319 -1.67390 4.65745
H -1.10985 -2.06026 5.71935
H 0.26045 -1.14212 6.39040
H -2.11055 1.58506 5.63901
H -1.24015 0.79337 6.96957
H -2.67507 0.03101 6.29211
H 5.14646 1.58955 -1.01377
H 4.64737 2.15233 1.29013
C 4.05832 1.53087 -1.17605
C 3.58195 1.88232 1.21964
N 3.38387 1.06635 0.02253
H 3.82202 0.82534 -1.98171
C 2.58674 -0.03380 0.01815
O 1.58262 -0.17529 0.73632
H 3.26416 1.33138 2.11238
H 2.89168 -0.82669 -0.69907
H 3.69327 2.53667 -1.45169
H 3.03008 2.83262 1.14631
H -0.05019 -5.53631 1.40709
H 2.11771 -5.41358 -0.18434
C -0.52675 -4.98536 0.58683
C 1.49781 -4.78898 -0.84623
N 0.46113 -4.12862 -0.07125
H -1.36818 -4.40766 0.97880
C 0.39174 -2.79123 0.00088
O -0.52861 -2.22608 0.63892
H 2.11867 -4.01880 -1.32465
H 1.16161 -2.20872 -0.54350
H -0.89521 -5.72671 -0.13210
H 1.04596 -5.43705 -1.61441
C -0.66722 1.77537 0.90561
H -0.98148 2.36648 0.04373
H 0.41800 1.70134 0.98246
H -1.01985 2.22376 1.84013
```

Mulliken atomic charge list, values in e, 2 entries: -0.54 -0.12

Entry 4:
# C21H37F3N4O21S2

9 unconnected molecules or ions with the total composition C21H37F3N4O21S2 (wB97M-V/def2-TZVPD, OMol25).

- Kohn-Sham gap (eV) = 9.7

Structure (XYZ):
```
88
C21H37F3N4O21S2, DFT wB97M-V/def2-TZVPD
O -1.14429 -0.41098 6.80153
C -2.23620 -0.05939 6.45261
O -3.31241 0.02525 7.18182
C -4.43809 0.05852 6.43398
C -3.89152 0.62164 5.18168
F -3.97577 1.92264 5.11158
O -2.50625 0.41766 5.22258
H -4.82400 -0.96085 6.44251
H -5.12445 0.67786 7.01140
H -4.28308 0.20215 4.25496
O 1.00441 -7.67886 -0.45716
C 0.13460 -7.51612 0.42968
O -0.72108 -8.48309 0.82540
C -1.39868 -7.97931 1.98248
C -0.62950 -6.77240 2.36598
F 0.31933 -7.07077 3.22445
O -0.13469 -6.39280 1.16226
H -2.47962 -8.05727 1.86592
H -1.28450 -8.65922 2.82675
H -1.35019 -6.04441 2.73844
O 4.78092 1.29552 -5.05141
C 4.84102 0.06299 -5.07884
O 4.17516 -0.68226 -4.21646
C 4.21927 -2.09255 -4.58480
C 5.53481 -2.06324 -5.31933
F 5.40314 -3.02537 -6.19229
O 5.50220 -0.76627 -5.95255
H 4.08178 -2.68552 -3.68060
H 3.41598 -2.46109 -5.22277
H 6.42150 -2.18500 -4.69718
C -4.78096 0.29823 -4.65183
N -5.75168 1.26521 -4.20401
O -5.68224 2.40019 -4.48361
O -6.70370 0.80200 -3.56086
H -4.81045 0.46184 -5.72908
H -5.07753 -0.68369 -4.28307
H -3.76874 0.51791 -4.31235
C 6.40240 0.65000 5.17901
N 7.72861 0.37409 4.70936
O 7.94256 0.54374 3.50901
O 8.47029 0.02330 5.56341
H 5.75990 0.96823 4.35802
H 6.55940 1.35295 5.99712
H 5.80590 -0.14215 5.63156
C 0.24207 2.56093 -5.99923
N 0.48872 1.48478 -7.11174
O 1.36167 1.65209 -7.95477
O -0.26209 0.51128 -7.01679
H -0.80309 2.62174 -5.69587
H 0.43919 3.57053 -6.35970
H 0.91358 2.26238 -5.19422
C 6.83693 -5.00906 1.20321
N 6.12169 -5.40427 -0.02697
O 6.73037 -6.02626 -0.85978
O 4.90405 -5.10165 -0.09296
H 7.38229 -4.08723 1.00094
H 7.56126 -5.77619 1.47701
H 6.18636 -5.01079 2.07777
O 0.39292 2.30367 -0.44425
S -0.00481 1.12378 0.35821
O -1.43367 1.01891 0.83795
C 0.20812 -0.39103 -0.73736
C 0.84977 -1.35377 0.29325
C 1.91814 -0.69644 1.04852
C 1.31251 0.61184 1.60063
H 1.02777 -0.14076 -1.41088
H -0.71569 -0.49994 -1.30553
H 0.12035 -1.79122 0.97493
H 1.33316 -2.25470 -0.08459
H 2.70444 -0.67956 0.29383
H 2.12490 -1.37103 1.87934
H 2.12772 1.32265 1.73588
H 0.70930 0.58659 2.50815
O -3.87960 8.79417 0.43961
S -4.69461 7.94797 -0.51997
O -4.75232 8.28819 -1.89096
C -3.98443 6.21962 -0.33496
C -4.97560 5.57086 0.67227
C -6.37896 6.27210 0.54627
C -6.31229 7.77980 0.25046
H -2.92236 6.13399 -0.10524
H -3.99414 5.73444 -1.31098
H -5.01080 4.48649 0.56739
H -4.67789 6.00628 1.62615
H -6.92534 6.31670 1.48838
H -7.05335 5.69233 -0.08395
H -6.24239 8.42141 1.12884
H -7.16779 8.22943 -0.25358
```

Mulliken atomic charge list, values in e, 2 entries: -0.55 0.66

Entry 5:
# C21H37N5O2RuSi2

A molecular structure, C21H37N5O2RuSi2 (wB97M-V/def2-TZVPD, OMol25).

- multiplicity = 5
- Kohn-Sham gap (alpha / beta) (eV) = 8.4 / 6.6
- net charge = +2

Structure (XYZ):
```
68
C21H37N5O2RuSi2, DFT wB97M-V/def2-TZVPD
Ru -0.29377 0.54801 0.52102
C -2.37061 2.46886 3.96395
C -1.93941 1.78158 2.72238
N -0.81868 1.96211 2.11191
O 0.06611 2.82177 2.74230
C -2.83405 0.80434 2.06510
C -4.24716 0.56147 2.47033
N -2.27636 0.18127 1.08194
O -2.75354 -0.66772 0.29342
H -1.60539 3.13473 4.34339
H -2.61757 1.72319 4.72273
H -3.28406 3.03400 3.76517
H 0.33576 3.45712 2.06276
H -4.80786 1.49638 2.49869
H -4.28560 0.12293 3.46957
H -4.72971 -0.11976 1.77449
C -1.48829 -1.66148 -2.43367
Si 0.30443 -1.70246 -1.93767
C 1.27807 -0.47906 -2.96612
C 1.04269 -3.40171 -2.20164
C 0.53999 -1.27308 -0.05811
C 1.90883 -0.78354 0.26388
C 3.18152 -1.31299 0.09371
C 4.25527 -0.57207 0.55498
C 4.05700 0.66140 1.18268
C 2.77652 1.14040 1.31161
N 1.74405 0.42395 0.82978
Si 0.07063 -2.69046 1.19365
C -1.43733 -3.63863 0.64230
C -0.15985 -1.89326 2.88379
C 1.53154 -3.84158 1.35098
H -1.53156 -1.67556 -3.52634
H -2.00704 -0.76430 -2.09954
H -2.04641 -2.52306 -2.06766
H 1.44178 -0.93337 -3.94701
H 2.26534 -0.25088 -2.55839
H 0.73289 0.45108 -3.13448
H 0.89010 -3.64786 -3.25714
H 0.56666 -4.18721 -1.61666
H 2.11906 -3.43843 -2.02394
H 3.32304 -2.27677 -0.37382
H 5.26024 -0.95769 0.44205
H 4.88945 1.22937 1.57185
H 2.54701 2.07502 1.80636
H -2.26807 -3.01545 0.32584
H -1.78003 -4.24874 1.48256
H -1.19267 -4.32943 -0.16596
H -0.78155 -0.99493 2.91996
H 0.81439 -1.63368 3.30617
H -0.62276 -2.61457 3.56182
H 1.84847 -4.29000 0.40891
H 1.22992 -4.66429 2.00601
H 2.39001 -3.35968 1.82090
C 2.18963 3.88157 -3.26560
C 1.01533 3.23760 -2.61880
C -0.32753 3.25412 -2.94035
C -0.97159 2.45583 -1.99269
N -0.07030 1.97047 -1.12390
N 1.12905 2.47748 -1.51607
C -2.42792 2.15567 -1.90628
H 1.87579 4.40756 -4.16300
H 2.93470 3.13731 -3.54941
H 2.65934 4.60188 -2.59525
H -0.78354 3.78230 -3.76036
H 1.97831 2.15758 -1.08011
H -2.75114 1.59815 -2.78580
H -3.00159 3.08146 -1.87623
H -2.68001 1.56577 -1.02692
```

Mulliken atomic charge list, values in e, 2 entries: -0.29 -1.44

Entry 6:
# C21H37O6P

C21H37O6P in the gas phase (wB97M-V/def2-TZVPD, OMol25).

- Kohn-Sham gap (eV) = 9.9

Structure (XYZ):
```
65
C21H37O6P, DFT wB97M-V/def2-TZVPD
C -5.22948 1.27443 3.80608
O -5.24681 0.27999 2.80189
C -3.97216 0.09318 2.19025
C -3.79235 -1.36785 1.80482
C -3.24879 -1.58319 0.39141
C -4.21010 -1.14430 -0.73032
C -3.85385 0.15725 -1.43990
C -2.51968 0.11782 -2.21507
C -1.59418 1.30812 -1.95833
C -1.13312 1.46927 -0.51072
C -0.09508 0.40800 -0.15016
C 0.09149 0.26996 1.35533
O 0.35966 -1.09975 1.75944
P 1.70264 -1.39194 2.55916
O 2.17844 -0.30884 3.41057
O 1.32110 -2.70741 3.36449
O 2.79893 -1.91576 1.53239
C 2.67164 -1.47207 0.17255
C 3.88524 -1.83334 -0.64603
C 4.43757 -3.21139 -0.34824
O 4.91197 -0.86310 -0.48177
C 5.13697 -0.07451 -1.62131
C 4.22558 1.12472 -1.70107
C 3.68440 1.71361 -0.55235
C 2.84724 2.82668 -0.63426
C 2.53464 3.38039 -1.87875
C 3.07809 2.80323 -3.03257
C 3.90983 1.68657 -2.94561
H -4.75530 0.87995 4.70484
H -4.71481 2.17193 3.46683
H -6.25106 1.55250 4.03465
H -3.19864 0.42283 2.88425
H -3.92006 0.74569 1.31812
H -4.76553 -1.84287 1.86987
H -3.11490 -1.82310 2.52046
H -3.08003 -2.65395 0.29451
H -2.26957 -1.11831 0.30497
H -4.25765 -1.94131 -1.46451
H -5.19252 -1.01991 -0.27976
H -4.64275 0.34719 -2.16450
H -3.86470 1.00700 -0.76503
H -2.75654 0.14683 -3.27633
H -1.99247 -0.82050 -2.06348
H -2.07173 2.21637 -2.31733
H -0.70244 1.17210 -2.57177
H -1.97872 1.45600 0.16955
H -0.64500 2.43932 -0.44004
H -0.37917 -0.56131 -0.55352
H 0.83261 0.69556 -0.63662
H 0.87626 0.93671 1.69755
H -0.83514 0.53962 1.84749
H 0.48861 -3.07263 3.04492
H 2.59168 -0.39095 0.16300
H 1.77674 -1.88403 -0.28516
H 3.54620 -1.83117 -1.68352
H 4.97653 -3.20991 0.59187
H 3.65154 -3.95895 -0.34472
H 5.15020 -3.46238 -1.12882
H 6.16638 0.27733 -1.57451
H 5.05075 -0.65300 -2.54269
H 3.92160 1.30068 0.41581
H 2.43997 3.27937 0.25609
H 1.89534 4.24272 -1.96149
H 2.83695 3.24058 -3.98893
H 4.30756 1.23421 -3.84398
```

Mulliken atomic charge list, values in e, 2 entries: -0.75 -0.45

What relative energy (zero: lowest compared OMol25 entry of this formula, charge and spin) values result from the calculations? In sequence: 262.2, 0.0, 117.5, 44.4, 0.0, 0.0 kcal per mole.